(1)
# C32H34BCoO4PSe2

A structure of composition C32H34BCoO4PSe2 (ωB97M-V/def2-TZVPD, the OMol25 dataset).

## Properties
Total charge: -2
Lowest unoccupied orbital energy (spin up / spin down), eV: 4.5031 / 4.4996
Highest occupied orbital energy (spin up / spin down), eV: -0.2156 / -0.9668
2S+1: 2
Total energy, eV: -220212.1430
HOMO-LUMO gap (spin up / spin down), eV: 4.72 / 5.47

Positions of all 75 atoms, in Å:
Co: -1.108 -0.470 -0.143
C: -1.201 1.698 3.287
C: 0.253 2.029 3.458
C: 0.658 3.012 4.353
C: 2.000 3.310 4.541
C: 2.959 2.600 3.838
C: 2.572 1.622 2.934
C: 1.225 1.333 2.714
P: 0.623 0.078 1.493
C: 2.203 -0.219 0.580
C: 2.686 0.937 -0.047
C: 3.831 0.925 -0.818
C: 4.516 -0.268 -0.997
C: 4.018 -1.427 -0.428
C: 2.858 -1.437 0.348
C: 2.324 -2.753 0.843
C: 0.361 -1.293 2.661
C: 1.206 -1.569 3.729
C: 1.063 -2.732 4.471
C: 0.064 -3.640 4.102
C: -0.818 -3.355 3.085
C: -0.764 -2.125 2.375
C: -1.740 -1.740 1.415
H: -1.821 2.267 3.981
H: -1.371 0.631 3.456
H: -1.523 1.920 2.262
H: -0.093 3.553 4.919
H: 2.294 4.084 5.241
H: 4.013 2.805 3.988
H: 3.332 1.069 2.400
H: 2.128 1.860 0.074
H: 4.175 1.832 -1.301
H: 5.404 -0.305 -1.616
H: 4.526 -2.367 -0.615
H: 2.905 -3.575 0.422
H: 1.285 -2.867 0.526
H: 2.349 -2.826 1.930
H: 2.021 -0.889 3.953
H: 1.727 -2.947 5.300
H: -0.031 -4.575 4.647
H: -1.602 -4.059 2.831
H: -2.125 -0.706 1.522
H: -2.543 -2.450 1.249
O: -2.229 1.100 -3.613
C: -3.350 1.877 -3.328
C: -4.280 1.430 -2.175
C: -5.622 2.109 -2.536
O: -6.639 2.004 -1.543
C: -4.575 -0.080 -2.111
Se: -3.228 -1.464 -1.623
C: -3.840 1.991 -0.817
Se: -1.914 1.974 -0.363
H: -1.690 1.033 -2.808
H: -3.935 1.881 -4.258
H: -3.061 2.920 -3.115
H: -5.989 1.685 -3.483
H: -5.464 3.182 -2.685
H: -6.609 1.099 -1.215
H: -4.979 -0.396 -3.077
H: -5.349 -0.235 -1.352
H: -4.349 1.459 -0.013
H: -4.128 3.042 -0.757
O: 0.584 0.224 -2.517
B: 0.138 -0.839 -1.677
O: 0.756 -2.025 -2.179
C: 1.526 -1.674 -3.232
C: 2.324 -2.463 -4.032
C: 3.036 -1.829 -5.052
C: 2.930 -0.461 -5.260
C: 2.107 0.332 -4.457
C: 1.418 -0.295 -3.442
H: 2.396 -3.531 -3.868
H: 3.676 -2.420 -5.697
H: 3.488 0.000 -6.066
H: 2.013 1.399 -4.613

Forces on atoms 1 to 6 (eV/Å):
-0.57 0.09 -0.75
0.09 0.05 -0.01
-0.12 -0.13 -0.04
0.08 0.01 0.07
0.00 -0.02 0.01
0.06 0.05 0.08


(2)
# C20H33BrN9O2V

A structure of composition C20H33BrN9O2V (ωB97M-V/def2-TZVPD, the OMol25 dataset).

## Properties
Total charge: +1
Lowest unoccupied orbital energy (spin up / spin down), eV: -3.7225 / -3.2695
Highest occupied orbital energy (spin up / spin down), eV: -10.9181 / -10.9186
2S+1: 2
Total energy, eV: -134507.7604
HOMO-LUMO gap (spin up / spin down), eV: 7.20 / 7.65
Energy above the lowest of the compared OMol25 structures with the same formula, charge and spin, kJ/mol: 110.0

Positions of all 66 atoms, in Å:
V: -0.422 1.856 0.101
O: 1.851 4.667 1.613
C: 0.882 4.074 1.181
N: 0.640 2.756 1.276
C: 1.568 1.974 2.042
C: 0.990 0.601 2.195
C: 1.385 -0.280 3.195
C: 0.714 -1.487 3.332
C: -0.302 -1.788 2.442
C: -0.586 -0.893 1.422
N: 0.022 0.286 1.325
C: -0.315 4.727 0.570
C: -0.460 6.105 0.489
C: -1.705 6.612 0.159
C: -2.754 5.723 -0.025
C: -2.509 4.360 0.065
N: -1.306 3.871 0.320
H: 2.540 1.933 1.516
H: 1.758 2.447 3.017
H: 2.195 -0.011 3.856
H: 0.973 -2.166 4.130
H: -0.858 -2.708 2.522
H: -1.368 -1.098 0.703
H: 0.395 6.728 0.705
H: -1.862 7.676 0.074
H: -3.750 6.077 -0.239
H: -3.312 3.646 -0.034
N: -4.058 0.233 -0.820
C: -2.963 0.991 -0.795
O: -2.237 1.034 0.209
C: -2.656 1.854 -1.984
C: -1.187 2.228 -1.888
H: -4.201 -0.460 -0.101
H: -4.571 0.109 -1.676
H: -3.317 2.723 -2.003
H: -2.847 1.284 -2.896
H: -0.976 3.238 -2.251
H: -0.632 1.525 -2.508
C: 1.637 -5.199 0.518
N: 1.232 -4.202 -0.452
C: -0.124 -4.366 -0.923
C: 1.685 -2.902 -0.372
N: 0.834 -1.946 -0.496
N: 3.035 -2.742 -0.192
C: 3.564 -1.412 0.022
C: 3.989 -3.651 -0.792
H: 0.933 -5.236 1.358
H: 2.627 -4.987 0.908
H: 1.647 -6.182 0.041
H: -0.289 -5.421 -1.128
H: -0.233 -3.805 -1.848
H: -0.865 -4.006 -0.201
H: 1.274 -1.041 -0.608
H: 2.949 -0.877 0.745
H: 3.615 -0.827 -0.903
H: 4.567 -1.507 0.431
H: 3.489 -4.548 -1.142
H: 4.758 -3.917 -0.063
H: 4.474 -3.168 -1.645
N: -2.564 -1.900 -1.994
N: -1.430 -1.018 -2.097
H: -2.290 -2.885 -2.057
H: -3.165 -1.716 -2.795
H: -0.966 -1.112 -3.007
H: -0.734 -1.339 -1.411
Br: 1.596 1.465 -1.134

Forces on atoms 1 to 6 (eV/Å):
-1.64 0.07 -1.96
-0.46 -0.23 -0.28
0.47 1.17 0.14
0.45 -0.16 1.45
0.80 -0.16 0.27
0.57 -0.20 0.68


(3)
# C2H8NOS2

A structure of composition C2H8NOS2 (ωB97M-V/def2-TZVPD, the OMol25 dataset).

## Properties
Total charge: -1
Lowest unoccupied orbital energy, eV: 3.3952
Highest occupied orbital energy, eV: -2.6136
2S+1: 1
Total energy, eV: -27410.6679
HOMO-LUMO gap, eV: 6.01
Energy above the lowest of the compared OMol25 structures with the same formula, charge and spin, kJ/mol: 251.7

Positions of all 14 atoms, in Å:
S: 0.374 -1.933 1.020
S: 0.044 -4.041 1.680
H: -0.090 -2.154 -0.190
H: -1.321 -4.058 1.759
C: -0.671 0.741 0.317
O: -0.366 0.132 1.496
C: 0.621 1.164 -0.366
N: 0.329 1.830 -1.632
H: -1.181 0.036 -0.420
H: -1.373 1.651 0.405
H: 1.212 1.800 0.312
H: 1.235 0.264 -0.488
H: 0.091 2.837 -1.566
H: 1.096 1.732 -2.326

Forces on atoms 1 to 6 (eV/Å):
-0.54 -0.89 2.28
0.08 -0.61 -0.60
-0.33 0.14 -0.79
0.66 0.38 -0.03
-0.25 -0.06 0.10
-0.20 0.64 -0.48


(4)
# C22H42EuNP3S

A structure of composition C22H42EuNP3S (ωB97M-V/def2-TZVPD, the OMol25 dataset).

## Properties
Total charge: +3
Lowest unoccupied orbital energy (spin up / spin down), eV: -9.2351 / -10.5565
Highest occupied orbital energy (spin up / spin down), eV: -16.1373 / -15.3610
2S+1: 7
Total energy, eV: -82988.2216
HOMO-LUMO gap (spin up / spin down), eV: 6.90 / 4.80

Positions of all 70 atoms, in Å:
Eu: 0.458 -0.058 -0.543
P: 0.456 0.156 3.037
P: 0.105 -3.203 0.291
P: -2.335 -0.522 0.516
H: 2.062 3.575 -2.442
C: 1.762 4.540 -2.030
C: 1.766 4.771 -0.718
H: 2.165 4.129 0.055
C: 2.144 0.516 3.483
C: 0.008 -1.490 3.628
C: -0.725 1.364 3.613
C: -0.018 -3.831 -1.447
C: 1.557 -4.201 0.804
C: -1.190 -4.265 1.029
C: -3.025 1.186 0.451
C: -3.337 -1.203 1.915
C: -3.248 -1.254 -0.903
H: 1.396 5.270 -2.743
H: 1.461 5.782 -0.411
H: 2.624 1.165 2.734
H: 2.706 -0.428 3.521
H: 2.056 1.024 4.456
H: 0.702 -2.279 3.277
H: -1.027 -1.801 3.389
H: 0.108 -1.364 4.732
H: -0.726 2.281 2.998
H: -0.363 1.587 4.636
H: -1.751 0.959 3.638
H: -0.167 -4.924 -1.431
H: 0.909 -3.592 -1.992
H: -0.862 -3.344 -1.961
H: 1.409 -5.244 0.495
H: 1.662 -4.159 1.895
H: 2.472 -3.808 0.344
H: -0.999 -5.310 0.763
H: -2.184 -3.977 0.677
H: -1.157 -4.171 2.117
H: -4.121 1.165 0.540
H: -2.756 1.659 -0.507
H: -2.613 1.796 1.266
H: -4.410 -1.133 1.680
H: -3.145 -0.657 2.848
H: -3.084 -2.259 2.078
H: -4.333 -1.182 -0.729
H: -2.960 -2.310 -1.016
H: -2.988 -0.722 -1.830
C: -1.314 1.198 -3.658
C: -2.221 0.895 -4.697
C: -3.078 1.883 -5.192
C: -3.077 3.162 -4.614
C: -2.227 3.429 -3.527
C: -1.350 2.459 -3.034
S: -0.076 0.068 -3.238
H: 0.612 0.108 1.614
H: -2.174 -0.113 -5.109
H: -3.759 1.611 -6.019
H: -3.734 3.967 -4.979
H: -2.244 4.434 -3.092
H: -0.638 2.677 -2.230
C: 5.581 0.601 0.351
C: 5.012 -0.591 0.810
C: 3.658 -0.825 0.572
N: 2.917 0.081 -0.080
C: 3.450 1.219 -0.557
C: 4.791 1.512 -0.355
H: 6.650 0.777 0.509
H: 5.589 -1.331 1.333
H: 3.171 -1.748 0.867
H: 2.784 1.854 -1.138
H: 5.211 2.435 -0.742

Forces on atoms 1 to 6 (eV/Å):
-0.38 -0.54 -1.89
0.25 -1.14 -0.86
0.45 -1.08 -0.91
-1.53 0.54 0.00
0.11 0.21 -0.08
-0.17 -0.84 0.52


(5)
# C39H61N5O4PtSbSe

A structure of composition C39H61N5O4PtSbSe (ωB97M-V/def2-TZVPD, the OMol25 dataset).

## Properties
Total charge: +1
Lowest unoccupied orbital energy, eV: -2.5206
Highest occupied orbital energy, eV: -10.6466
2S+1: 1
Total energy, eV: -132199.4501
HOMO-LUMO gap, eV: 8.13
Energy above the lowest of the compared OMol25 structures with the same formula, charge and spin, kJ/mol: 33.6

Positions of all 112 atoms, in Å:
Pt: -0.469 -0.514 -0.007
C: -1.306 4.724 -0.682
C: -1.175 3.527 0.193
C: -1.293 3.369 1.555
C: -1.129 1.995 1.812
N: -0.927 1.353 0.670
N: -0.945 2.297 -0.303
C: -1.147 1.293 3.124
H: -1.427 5.616 -0.072
H: -2.175 4.634 -1.335
H: -0.423 4.858 -1.308
H: -1.484 4.142 2.279
H: -0.809 2.006 -1.258
H: -0.500 1.810 3.833
H: -0.800 0.267 3.012
H: -2.151 1.282 3.550
C: 3.921 0.360 -3.487
C: 4.442 1.064 -2.241
C: 3.669 2.344 -1.930
C: 2.262 2.096 -1.361
N: 2.213 2.370 0.077
C: 2.152 1.474 1.078
Se: 1.874 -0.371 0.916
N: 2.289 2.125 2.250
C: 2.448 1.474 3.554
C: 3.815 0.812 3.709
C: 5.012 1.739 3.512
C: 5.194 2.753 4.636
C: 2.420 3.487 2.000
C: 2.522 4.585 2.844
C: 2.608 5.829 2.247
C: 2.598 5.977 0.853
C: 2.483 4.885 0.014
C: 2.381 3.639 0.619
H: 4.487 -0.550 -3.689
H: 4.022 1.006 -4.361
H: 2.871 0.074 -3.389
H: 5.493 1.324 -2.381
H: 4.400 0.395 -1.375
H: 3.589 2.945 -2.839
H: 4.228 2.949 -1.213
H: 1.938 1.064 -1.507
H: 1.524 2.748 -1.833
H: 1.662 0.725 3.643
H: 2.281 2.239 4.311
H: 3.867 -0.025 3.010
H: 3.850 0.379 4.713
H: 4.932 2.253 2.548
H: 5.909 1.121 3.443
H: 4.350 3.439 4.716
H: 6.086 3.359 4.477
H: 5.302 2.248 5.597
H: 2.531 4.484 3.920
H: 2.693 6.709 2.869
H: 2.685 6.967 0.428
H: 2.487 4.996 -1.062
C: -2.713 -0.979 -3.416
C: -3.177 -2.112 -2.499
C: -2.285 -3.334 -2.724
C: -4.609 -2.519 -2.832
Sb: -2.918 -1.304 -0.464
C: -4.513 0.173 -0.121
C: -4.133 1.493 -0.787
C: -5.870 -0.276 -0.662
C: -4.630 0.396 1.387
C: -3.209 -2.899 1.006
C: -2.787 -2.375 2.378
C: -2.268 -4.048 0.640
C: -4.653 -3.387 1.033
H: -2.750 -1.324 -4.454
H: -1.683 -0.680 -3.204
H: -3.360 -0.102 -3.343
H: -2.254 -3.524 -3.802
H: -2.700 -4.227 -2.260
H: -1.269 -3.190 -2.374
H: -4.605 -2.951 -3.838
H: -5.307 -1.688 -2.844
H: -4.990 -3.286 -2.156
H: -3.965 1.388 -1.860
H: -3.247 1.931 -0.333
H: -4.957 2.201 -0.651
H: -5.915 -0.201 -1.746
H: -6.634 0.400 -0.265
H: -6.143 -1.289 -0.370
H: -3.666 0.617 1.851
H: -5.072 -0.460 1.895
H: -5.286 1.255 1.563
H: -1.753 -2.024 2.356
H: -2.838 -3.200 3.095
H: -3.425 -1.575 2.751
H: -1.234 -3.715 0.537
H: -2.560 -4.552 -0.278
H: -2.303 -4.791 1.443
H: -5.359 -2.599 1.297
H: -4.748 -4.174 1.789
H: -4.959 -3.818 0.078
O: 1.270 -1.124 -2.429
C: 1.041 -2.130 -1.779
O: 0.122 -2.234 -0.852
C: 1.803 -3.404 -1.982
C: 3.106 -3.357 -2.462
C: 3.829 -4.527 -2.645
C: 3.248 -5.756 -2.371
C: 1.947 -5.775 -1.900
C: 1.215 -4.625 -1.688
N: 1.315 -7.076 -1.597
O: 1.954 -8.079 -1.831
O: 0.184 -7.060 -1.153
H: 3.542 -2.395 -2.692
H: 4.846 -4.485 -3.009
H: 3.779 -6.685 -2.513
H: 0.211 -4.690 -1.297

Forces on atoms 1 to 6 (eV/Å):
-0.26 0.27 -0.03
0.03 -0.01 0.01
-0.01 -0.01 0.04
-0.03 0.02 -0.02
0.03 -0.07 0.12
-0.03 0.12 -0.31


(6)
# C2H8IN2

A cluster of 2 separate species, C2H8IN2 in total (ωB97M-V/def2-TZVPD, the OMol25 dataset).

## Properties
Total charge: +1
Lowest unoccupied orbital energy (spin up / spin down), eV: -4.6263 / -4.9944
Highest occupied orbital energy (spin up / spin down), eV: -12.2829 / -13.8668
2S+1: 1
Total energy, eV: -13272.4338
HOMO-LUMO gap (spin up / spin down), eV: 7.66 / 8.87
Energy above the lowest of the compared OMol25 structures with the same formula, charge and spin, kJ/mol: 551.3

Positions of all 13 atoms, in Å:
C: -0.686 1.396 0.126
C: 0.735 -0.601 0.159
N: 0.439 -1.847 -0.122
N: -0.143 0.239 -0.674
I: 2.819 0.127 0.286
H: -1.474 1.029 0.722
H: 0.105 1.751 0.733
H: -1.174 2.195 -0.497
H: -0.876 -0.011 2.092
H: 0.742 -2.627 0.422
H: -0.060 -2.260 -0.892
H: 0.501 0.900 -1.281
H: -0.929 -0.291 -1.074

Forces on atoms 1 to 6 (eV/Å):
-1.67 0.82 -0.92
-0.11 0.62 0.12
-0.07 -2.62 0.13
1.85 3.81 -0.50
-0.84 -0.17 -0.08
-0.73 -0.45 0.88